Molecular formula: C5H12N4O2
Method: DFT, wB97M-V/def2-TZVPD

Last column: natural (NBO) charge in e.
Positions of all 23 atoms, in Å:
C -0.357 -2.980 -1.136  -0.43
N -0.234 -2.681 0.281  -0.62
C -0.474 -1.534 0.929  0.78
O -0.150 -1.369 2.118  -0.68
N -1.030 -0.552 0.163  -0.66
C -1.308 0.739 0.648  -0.05
N -0.856 1.647 -0.409  -0.69
C 0.050 2.737 -0.194  0.80
O -0.284 3.859 -0.434  -0.62
N 1.313 2.483 0.392  -0.64
C 1.855 1.143 0.187  -0.44
H -0.264 -4.050 -1.270  0.22
H -1.324 -2.698 -1.547  0.21
H 0.396 -2.466 -1.853  0.18
H 0.473 -3.172 0.773  0.40
H -0.986 -0.586 -0.876  0.41
H -2.419 0.852 0.726  0.19
H -0.745 0.973 1.625  0.24
H -1.656 2.098 -0.824  0.40
H 1.962 3.268 0.330  0.41
H 2.842 1.221 -0.238  0.20
H 1.318 0.490 -0.534  0.21
H 1.880 0.577 1.143  0.21

Properties
SMILES: CNC(=O)NCNC(=O)NC
orbital gap: 10.15 eV
total energy: -15435.56088 eV
charge: 0
2S+1: 1
maximum force: 2.476 eV/A

=====

Molecular formula: C5H12N4O2
Method: DFT, wB97M-V/def2-TZVPD

Last column: natural (NBO) charge in e.
Positions of all 23 atoms, in Å:
C 0.308 2.435 0.534  -0.24
C -0.317 1.794 1.800  -0.07
C -1.557 1.064 0.142  0.41
C 0.514 -2.665 -0.598  -0.86
C 0.035 1.332 -1.624  -0.42
N -2.424 0.376 -0.635  -0.25
N -0.612 1.903 -0.453  -0.42
N -3.220 -0.449 -0.290  0.51
N -1.293 1.002 1.491  -0.50
O -3.983 -1.166 -0.915  -0.43
O -3.251 -0.698 1.237  -0.73
H 0.448 3.585 0.638  0.19
H 1.272 2.097 0.135  0.18
H -0.086 -2.641 -1.605  0.22
H 0.166 1.738 2.834  0.20
H -0.176 -3.074 0.167  0.21
H 0.732 -1.627 -0.223  0.21
H 1.392 -3.265 -0.652  0.22
H -0.679 1.267 -2.487  0.23
H 0.890 1.972 -1.852  0.21
H 0.252 0.218 -1.407  0.19
H -1.995 0.541 2.022  0.46
H -3.545 -1.598 1.448  0.49

Properties
orbital gap (alpha / beta): 7.11 / 7.09 eV
total energy: -15427.84345 eV
charge: 0
2S+1: 1
maximum force: 5.657 eV/A

=====

Molecular formula: C5H12N5
Method: DFT, wB97M-V/def2-TZVPD

Last column: natural (NBO) charge in e.
Positions of all 22 atoms, in Å:
N 0.867 -2.360 0.330  -0.86
C -0.505 -1.909 0.480  -0.24
C -0.273 -0.423 0.691  0.37
N 0.518 -0.158 1.825  -0.82
N -1.611 0.281 0.819  -0.38
C -1.716 1.421 0.234  0.13
C -0.727 1.973 -0.780  -0.54
C 0.472 1.018 -1.076  0.57
N 1.357 1.223 -1.963  -0.71
N 0.578 -0.064 -0.391  -0.58
H 0.874 -3.394 -0.025  0.40
H 1.279 -2.426 1.310  0.41
H -0.995 -1.887 -0.436  0.21
H -1.085 -2.225 1.382  0.22
H 0.727 0.831 1.854  0.37
H -0.048 -0.417 2.636  0.38
H -2.583 1.918 0.506  0.22
H -1.280 2.074 -1.625  0.26
H -0.421 2.993 -0.508  0.27
H 1.436 1.993 -2.635  0.44
H 1.953 0.477 -2.161  0.41
H 1.185 -0.939 -0.466  0.47

Properties
SMILES: NC[C@]1(N)N=CCC(=[NH2+])N1
orbital gap: 10.90 eV
total energy: -12823.17617 eV
charge: +1
2S+1: 1
maximum force: 4.803 eV/A

=====

Molecular formula: C5H12N5
Method: DFT, wB97M-V/def2-TZVPD

Last column: natural (NBO) charge in e.
Positions of all 22 atoms, in Å:
C -3.396 0.606 -0.655  -0.43
N -2.191 0.104 -0.009  0.08
N -2.079 -0.879 0.907  0.00
N -0.812 -1.158 0.984  0.05
N -0.212 -0.350 0.240  0.05
C 1.237 -0.162 0.109  0.14
C 1.576 -0.707 -1.307  -0.61
C 1.776 -0.878 1.390  -0.64
C 1.405 1.387 0.220  -0.62
N -1.057 0.513 -0.395  0.04
H -3.099 1.462 -1.186  0.26
H -3.639 -0.154 -1.523  0.26
H -4.260 0.758 -0.033  0.27
H 0.991 -0.166 -1.999  0.22
H 2.714 -0.630 -1.421  0.26
H 1.284 -1.830 -1.253  0.23
H 2.859 -0.752 1.700  0.26
H 1.198 -0.606 2.267  0.23
H 1.452 -1.849 1.408  0.23
H 0.729 1.831 -0.498  0.23
H 1.206 1.723 1.246  0.23
H 2.318 1.737 -0.194  0.25

Properties
SMILES: C[n+]1nnn(C(C)(C)C)n1
orbital gap: 11.10 eV
total energy: -12819.93319 eV
charge: +1
2S+1: 1
maximum force: 4.298 eV/A

=====

Molecular formula: C5H12NO
Method: DFT, wB97M-V/def2-TZVPD

Last column: natural (NBO) charge in e.
Positions of all 19 atoms, in Å:
C -0.872 0.277 2.199  -0.61
C -0.152 0.638 0.907  -0.25
C 1.123 1.473 1.130  -0.62
C 0.374 -0.755 0.362  -0.22
N 1.009 -0.576 -0.949  -0.72
C -0.154 -0.331 -2.043  0.15
O -1.328 -0.825 -1.779  -0.92
H -0.322 -0.356 2.902  0.19
H -1.267 1.115 2.785  0.18
H -1.710 -0.379 1.926  0.21
H -0.766 0.988 0.083  0.24
H 0.968 2.339 1.781  0.18
H 1.421 1.848 0.146  0.22
H 1.955 0.855 1.455  0.20
H -0.501 -1.400 0.289  0.20
H 1.090 -1.136 1.101  0.15
H 1.204 -1.551 -1.190  0.32
H 0.406 -0.707 -2.927  0.07
H -0.179 0.793 -2.004  0.05

Properties
SMILES: CC(C)CNC[O-]
orbital gap: 6.72 eV
total energy: -8916.49770 eV
charge: -1
2S+1: 1
maximum force: 3.056 eV/A

=====

Molecular formula: C5H12NO
Method: DFT, wB97M-V/def2-TZVPD

Last column: natural (NBO) charge in e.
Positions of all 19 atoms, in Å:
C -0.674 0.927 1.339  -0.66
C -0.543 -0.457 0.652  -0.21
C -1.842 -1.285 0.433  -0.63
C 0.243 -0.280 -0.687  -0.08
N -0.602 0.060 -1.804  -0.87
C 1.555 0.560 -0.498  -0.02
O 2.256 0.330 0.625  -0.96
H -1.402 0.994 2.154  0.18
H -0.871 1.787 0.690  0.18
H 0.362 1.081 1.677  0.27
H 0.099 -1.048 1.299  0.22
H -1.715 -2.274 0.871  0.19
H -2.652 -0.797 0.983  0.18
H -2.041 -1.305 -0.636  0.23
H 0.622 -1.305 -0.852  0.16
H -1.114 0.903 -1.643  0.34
H -0.136 0.159 -2.702  0.35
H 2.175 0.355 -1.402  0.08
H 1.205 1.618 -0.692  0.05

Properties
SMILES: CC(C)[C@@H](N)C[O-]
orbital gap: 6.49 eV
total energy: -8916.52512 eV
charge: -1
2S+1: 1
maximum force: 2.220 eV/A

=====

Molecular formula: C5H12NO
Method: DFT, wB97M-V/def2-TZVPD

Last column: natural (NBO) charge in e.
Positions of all 19 atoms, in Å:
C -1.176 1.485 -2.320  -0.63
C -0.641 1.313 -0.927  -0.23
N -0.239 -0.050 -0.557  -0.45
C -1.348 -0.793 -0.001  -0.42
C 0.963 0.044 0.364  -0.26
C 1.380 -1.188 1.265  0.01
O 1.359 -1.017 2.563  -0.93
H -2.256 1.567 -2.476  0.19
H -0.827 0.637 -2.918  0.22
H -0.786 2.387 -2.805  0.19
H 0.251 1.932 -0.820  0.19
H -1.289 1.708 -0.124  0.16
H -2.002 -0.240 0.691  0.15
H -0.948 -1.707 0.428  0.22
H -2.017 -1.147 -0.796  0.16
H 1.787 0.344 -0.286  0.16
H 0.750 0.849 1.086  0.16
H 2.419 -1.475 0.848  0.04
H 0.736 -2.050 0.877  0.05

Properties
SMILES: CCN(C)CC[O-]
orbital gap: 5.95 eV
total energy: -8915.71053 eV
charge: -1
2S+1: 1
maximum force: 1.878 eV/A

=====

Molecular formula: C5H12NO
Method: DFT, wB97M-V/def2-TZVPD

Last column: Mulliken spin population.
Positions of all 19 atoms, in Å:
C -1.691 1.929 0.766  0.00
N -1.393 0.751 -0.213  0.00
C -0.020 0.131 -0.103  0.01
C 0.048 -1.402 -0.412  0.11
C 0.778 -2.478 0.697  -0.01
O 1.065 -3.478 -0.020  0.78
C 1.207 0.964 -0.937  0.01
H -1.781 2.844 0.120  0.00
H -0.912 2.136 1.312  0.00
H -2.590 1.662 1.388  0.00
H -1.609 1.097 -1.137  0.00
H 0.312 0.351 0.865  0.00
H -0.987 -1.661 -0.616  0.00
H 0.767 -1.624 -1.218  0.00
H 1.791 -2.104 1.162  0.11
H 0.142 -2.630 1.565  -0.01
H 2.013 0.093 -1.261  0.00
H 1.799 1.775 -0.247  0.00
H 1.063 1.643 -1.711  0.00

Properties
orbital gap (alpha / beta): 9.83 / 7.36 eV
total energy: -8911.87168 eV
charge: 0
2S+1: 2
maximum force: 6.445 eV/A

=====

Molecular formula: C5H12NO
Method: DFT, wB97M-V/def2-TZVPD

Last column: natural (NBO) charge in e.
Positions of all 19 atoms, in Å:
O 3.701 -2.079 -1.240  -0.30
C 2.553 -2.376 -1.468  0.48
C 1.462 -1.756 -0.218  0.05
C 2.055 -1.538 1.152  -0.45
C 2.774 -0.126 1.310  -0.41
C 2.133 0.977 0.313  -0.61
N 1.225 -3.105 -0.410  -0.35
H 2.126 -2.689 -2.390  0.21
H 0.647 -1.098 -0.590  0.26
H 2.724 -2.351 1.559  0.29
H 1.073 -1.717 1.731  0.29
H 2.347 -0.072 2.405  0.23
H 3.851 0.081 1.328  0.26
H 2.343 0.492 -0.675  0.19
H 2.582 1.972 0.599  0.26
H 1.048 0.948 0.526  0.20
H 0.222 -3.280 -0.763  0.40
H -17.867 8.960 -1.962  0.00
H -16.998 8.757 -1.206  0.00

Properties
orbital gap: 5.33 eV
total energy: -8901.72329 eV
charge: +1
2S+1: 1
maximum force: 5.148 eV/A

=====

Molecular formula: C5H12NO
Method: DFT, wB97M-V/def2-TZVPD

Last column: natural (NBO) charge in e.
Positions of all 19 atoms, in Å:
C 3.051 0.494 0.464  -0.64
C 1.777 0.540 -0.383  -0.47
C 0.847 -0.557 -0.005  -0.06
C -0.458 -0.643 -0.320  -0.08
N -1.276 -1.287 0.674  -0.37
C -2.525 -1.620 0.590  0.07
H 3.282 1.513 0.810  0.23
H 4.019 0.455 -0.059  0.24
H 3.096 -0.065 1.397  0.22
H 2.065 0.591 -1.435  0.26
H 1.277 1.472 -0.092  0.25
H 1.099 -0.971 0.972  0.20
H -1.193 -0.200 -0.992  0.26
H -0.699 -1.706 1.401  0.43
H -3.207 -0.925 0.107  0.24
H -2.790 -2.308 1.387  0.23
H -2.396 2.346 -1.697  0.49
H -3.388 1.309 -1.646  0.47
O -2.580 1.562 -1.171  -0.95

Properties
orbital gap: 8.52 eV
total energy: -8908.06123 eV
charge: +1
2S+1: 1
maximum force: 2.858 eV/A

=====

Molecular formula: C5H12NO
Method: DFT, wB97M-V/def2-TZVPD

Last column: natural (NBO) charge in e.
Positions of all 19 atoms, in Å:
C -0.024 -1.654 2.356  -0.63
C 1.297 -1.150 1.844  -0.43
C 1.128 -0.737 0.311  -0.11
C 0.352 0.256 -0.121  -0.10
N 0.245 0.666 -1.494  -0.45
C -0.048 1.927 -1.792  0.19
H 0.138 -2.366 3.205  0.24
H -0.780 -2.153 1.612  0.22
H -0.597 -0.747 2.853  0.21
H 2.058 -1.946 1.846  0.23
H 1.633 -0.315 2.437  0.23
H 1.755 -1.284 -0.338  0.21
H -0.375 0.786 0.572  0.22
H 0.443 -0.069 -2.122  0.43
H -0.441 2.522 -1.041  0.21
H -0.024 2.308 -2.746  0.22
H -2.658 1.934 -2.066  0.52
H -2.180 0.756 -3.049  0.52
O -1.920 1.268 -2.267  -0.93

Properties
orbital gap: 9.07 eV
total energy: -8908.00358 eV
charge: +1
2S+1: 1
maximum force: 4.956 eV/A

=====

Molecular formula: C5H12NO
Method: DFT, wB97M-V/def2-TZVPD

Last column: natural (NBO) charge in e.
Positions of all 19 atoms, in Å:
C 1.660 1.023 0.588  -0.61
C 0.787 0.262 -0.343  -0.24
C -0.109 1.239 -1.176  -0.64
C -0.134 -0.902 0.183  -0.14
N -1.024 -0.558 1.337  -0.72
C -1.177 -1.659 -0.872  0.44
O -2.146 -2.063 -0.278  -0.50
H 2.212 1.858 0.187  0.26
H 1.056 1.354 1.399  0.19
H 2.394 0.306 1.106  0.22
H 1.498 -0.195 -0.984  0.24
H 0.400 1.844 -1.927  0.26
H -0.674 0.626 -1.868  0.21
H -0.740 1.885 -0.596  0.21
H 0.641 -1.650 0.545  0.25
H -1.441 0.344 0.997  0.44
H -0.553 -0.314 2.184  0.45
H -1.828 -1.296 1.315  0.49
H -0.822 -2.105 -1.795  0.20

Properties
SMILES: CC(C)[C@@H]([NH3+])C=O
orbital gap: 11.14 eV
total energy: -8909.14111 eV
charge: +1
2S+1: 1
maximum force: 4.143 eV/A

=====

> Which of these has the highest total energy?

number 9

=====

> What is the total energy in the fifth record?

-8916.49770 eV

=====

> Among the records above, which one has the lowest maximum force?

number 7